[1]
# C31H34AgAsN6OS2

A molecular structure, C31H34AgAsN6OS2 (ωB97M-V/def2-TZVPD, OMol25).

Total charge: -2
LUMO: 4.3 eV
HOMO-LUMO gap: 5.7 eV
Largest force on an atom: 0.813 eV/A
HOMO energy: -1.400 eV
Multiplicity: 1

CARTESIAN COORDINATES (ANGSTROEM)
Ag (0.465857, 0.049200, -3.257086)
N (3.217850, 3.475346, -4.834142)
C (2.280750, 2.506124, -4.484372)
S (2.784198, 0.877849, -4.493260)
N (1.116831, 3.063161, -4.164773)
N (0.095312, 2.190890, -3.972794)
C (-0.969204, 2.714826, -3.496405)
C (-2.212544, 1.932581, -3.367463)
C (-3.400046, 2.578403, -3.025974)
C (-4.571691, 1.844730, -2.955845)
C (-4.535274, 0.487193, -3.229779)
C (-3.304963, -0.073614, -3.554479)
N (-2.181100, 0.621141, -3.615829)
H (4.162459, 3.191280, -4.629533)
H (2.965935, 4.390623, -4.487600)
H (-0.977930, 3.768737, -3.219117)
H (-3.388999, 3.641716, -2.818015)
H (-5.502539, 2.327498, -2.681509)
H (-5.423461, -0.127883, -3.171183)
H (-3.206392, -1.136752, -3.754336)
O (1.014012, -4.472986, -3.004001)
S (0.015538, -3.573722, -3.626572)
N (0.135336, -2.123188, -3.655881)
C (5.571832, -1.027963, 3.381802)
C (4.271827, -1.132595, 2.625152)
C (4.247322, -1.391633, 1.262122)
C (3.057679, -1.481637, 0.544387)
C (3.167414, -1.735672, -0.944642)
C (1.818728, -1.306653, 1.209839)
As (0.298236, -1.357245, -0.118627)
N (0.530344, 0.284520, -0.842824)
C (0.698329, 1.423148, -0.120708)
C (1.274331, 2.554136, -0.755769)
C (1.452748, 3.754168, -0.096709)
C (1.086431, 3.915189, 1.241738)
C (0.531650, 2.818923, 1.892659)
C (0.339891, 1.610881, 1.237831)
C (-1.342797, -1.450605, 1.049724)
C (-1.466761, -2.571488, 1.884310)
C (-0.369166, -3.602641, 2.022161)
C (-2.627149, -2.770211, 2.632157)
C (-3.704599, -1.906233, 2.544191)
C (-4.958362, -2.125439, 3.351515)
C (-3.605140, -0.841905, 1.656625)
C (-2.459571, -0.603369, 0.902545)
C (-2.484996, 0.559382, -0.056120)
C (1.840150, -1.054579, 2.586892)
C (0.612063, -0.857161, 3.449139)
C (3.057957, -0.972895, 3.266335)
H (6.423486, -1.107006, 2.704629)
H (5.663465, -1.820322, 4.129737)
H (5.647532, -0.072695, 3.907080)
H (5.184482, -1.518135, 0.727420)
H (4.208061, -1.928192, -1.211772)
H (2.831703, -0.868676, -1.518079)
H (2.562990, -2.580359, -1.278488)
H (1.588403, 2.451432, -1.786385)
H (1.896909, 4.583898, -0.638727)
H (1.235047, 4.856972, 1.756685)
H (0.236176, 2.903027, 2.934954)
H (-0.112000, 0.784391, 1.771835)
H (0.336725, -3.583331, 1.195474)
H (-0.805586, -4.603643, 2.055113)
H (0.199604, -3.452266, 2.944119)
H (-2.687093, -3.636883, 3.287149)
H (-4.841473, -2.969462, 4.033123)
H (-5.816705, -2.332472, 2.706966)
H (-5.205418, -1.243335, 3.947091)
H (-4.453927, -0.173154, 1.532551)
H (-3.517515, 0.823560, -0.293079)
H (-1.957223, 0.334024, -0.980167)
H (-1.993731, 1.436880, 0.368808)
H (-0.320361, -0.977273, 2.905532)
H (0.619717, 0.146031, 3.883087)
H (0.617752, -1.574517, 4.275264)
H (3.040618, -0.762039, 4.334305)

Cartesian forces (eV/Å) of the 3 atoms listed first:
Ag 0.4 -0.6 0.3
N 0.1 -0.1 0.0
C -0.1 0.1 0.1

---

[2]
# C34H52Br2O24

9 unconnected molecules or ions with the total composition C34H52Br2O24 at a distorted geometry (ωB97M-V/def2-TZVPD, OMol25).

Total charge: 0
LUMO: -0.2 eV
HOMO-LUMO gap: 10.2 eV
Largest force on an atom: 2.314 eV/A
HOMO energy: -10.358 eV
SMILES: C[C@H]1COC(=O)O1.C[C@H]1COC(=O)O1.C[C@H]1COC(=O)O1.C[C@H]1COC(=O)O1.C[C@H]1COC(=O)O1.C[C@H]1COC(=O)O1.C[C@H]1COC(=O)O1.C[C@H]1COC(=O)O1.BrCCBr
Multiplicity: 1

CARTESIAN COORDINATES (ANGSTROEM)
Br (1.353444, -2.056012, -1.488464)
C (0.607887, -0.374652, -0.828420)
C (-0.853878, -0.583223, -0.542660)
Br (-1.677333, 1.172090, -0.219263)
H (0.878016, 0.340292, -1.598511)
H (1.085737, -0.001944, 0.077689)
H (-1.001804, -1.240166, 0.305071)
H (-1.366864, -0.913772, -1.439930)
C (-2.714156, -3.906831, 0.120953)
C (-1.860956, -5.013093, 0.733351)
C (-2.645678, -6.208902, 1.296596)
O (-2.131882, -7.356830, 0.608444)
C (-1.161167, -6.980725, -0.255804)
O (-0.492587, -7.727699, -0.890160)
O (-1.055219, -5.640113, -0.296106)
H (-2.579283, -3.967571, -0.957270)
H (-2.475320, -2.935272, 0.547714)
H (-3.776996, -4.033178, 0.340188)
H (-1.112672, -4.627399, 1.425092)
H (-3.711673, -6.135575, 1.096404)
H (-2.449681, -6.379385, 2.353989)
C (2.658605, -5.117401, -0.432883)
C (3.483750, -5.791376, 0.649776)
C (2.819865, -7.058084, 1.216915)
O (3.851788, -8.052699, 1.187608)
C (4.862574, -7.632294, 0.402576)
O (5.837355, -8.246554, 0.139647)
O (4.595434, -6.393960, -0.071442)
H (1.747538, -4.681464, -0.009836)
H (2.309452, -5.855039, -1.154558)
H (3.226814, -4.318507, -0.899801)
H (3.818487, -5.070945, 1.392191)
H (1.944585, -7.391545, 0.660498)
H (2.565711, -6.951221, 2.272385)
C (-0.473028, 4.689560, 2.405338)
C (-1.930334, 4.937309, 2.713879)
C (-2.833557, 3.687845, 2.622265)
O (-3.122916, 3.379971, 3.971154)
C (-2.715002, 4.380581, 4.786373)
O (-2.870550, 4.400228, 5.957916)
O (-2.098683, 5.357657, 4.069337)
H (-0.013645, 4.170057, 3.249109)
H (0.006306, 5.669505, 2.351821)
H (-0.282706, 4.167729, 1.469634)
H (-2.363561, 5.716159, 2.084147)
H (-2.281588, 2.896577, 2.114777)
H (-3.726765, 3.852664, 2.016980)
C (-3.402827, 2.292128, -7.109041)
C (-2.440379, 1.195619, -6.716414)
C (-1.066820, 1.267272, -7.438680)
O (-0.111626, 1.276165, -6.371658)
C (-0.751522, 1.134702, -5.187373)
O (-0.202854, 1.001297, -4.142972)
O (-2.079218, 1.344527, -5.338539)
H (-2.948255, 3.282469, -7.223794)
H (-4.078044, 2.511609, -6.274521)
H (-3.961623, 2.017516, -7.999214)
H (-2.940247, 0.248966, -6.922537)
H (-0.974233, 2.188742, -8.006198)
H (-0.919278, 0.388665, -8.061636)
C (1.068111, -0.337285, 2.808521)
C (0.590738, 0.048098, 4.192700)
C (1.248419, -0.724790, 5.341003)
O (1.558679, 0.275826, 6.301726)
C (1.299775, 1.510024, 5.787983)
O (1.426232, 2.514838, 6.400084)
O (0.926284, 1.408396, 4.493214)
H (0.366919, -0.049380, 2.033983)
H (1.261606, -1.410157, 2.721869)
H (2.059573, 0.116648, 2.741664)
H (-0.497690, -0.040229, 4.285284)
H (2.165800, -1.208837, 4.987638)
H (0.612967, -1.495378, 5.771515)
C (4.798990, 0.832565, -2.277338)
C (5.214306, 0.461779, -0.861746)
C (4.294239, 1.074164, 0.218639)
O (3.818010, -0.057265, 0.937004)
C (4.330144, -1.204692, 0.432841)
O (4.111854, -2.277148, 0.886691)
O (5.047084, -0.938183, -0.677404)
H (4.633209, 1.910826, -2.341539)
H (3.846214, 0.343996, -2.494043)
H (5.536070, 0.557811, -3.027851)
H (6.241730, 0.801405, -0.716066)
H (3.499607, 1.697270, -0.182211)
H (4.876938, 1.676977, 0.917614)
C (2.270971, 7.235917, 0.659026)
C (2.785313, 6.271448, -0.396608)
C (4.009916, 5.479234, 0.097656)
O (3.527683, 4.128598, 0.167738)
C (2.258801, 4.053063, -0.300245)
O (1.650150, 3.039372, -0.399034)
O (1.845169, 5.259449, -0.730325)
H (1.923048, 6.693092, 1.540370)
H (1.404653, 7.816595, 0.333329)
H (3.047733, 7.960443, 0.900805)
H (3.013539, 6.896789, -1.261546)
H (4.321279, 5.786356, 1.093443)
H (4.848623, 5.483924, -0.595414)
C (-5.764961, 0.183728, 0.956752)
C (-5.539754, 0.288017, -0.532438)
C (-5.041825, -0.962470, -1.282029)
O (-5.965097, -1.105401, -2.343369)
C (-6.922672, -0.128879, -2.278205)
O (-7.748442, 0.039322, -3.105683)
O (-6.805946, 0.590991, -1.125241)
H (-4.970615, -0.406376, 1.421720)
H (-6.724086, -0.266193, 1.205966)
H (-5.760329, 1.182941, 1.392255)
H (-4.793599, 1.045359, -0.765245)
H (-5.153506, -1.743430, -0.528239)
H (-4.048841, -0.633631, -1.569355)

Cartesian forces (eV/Å) of the 3 atoms listed first:
Br 0.0 0.2 0.4
C 0.4 0.4 0.2
C 0.1 0.6 -1.1